ORCA calculation (ωB97M-V/def2-TZVPD) on 12 unconnected molecules or ions with the total composition C27H83N9O12 in a non-equilibrium geometry.

Bonds (Å) are listed after each position.
Atoms and positions in Å:
1 C 2.98416 16.18140 -36.88438  O2 1.403, H3 1.090, H4 1.090, H5 1.090
2 O 3.88751 16.01178 -35.82463  C1 1.403, H6 0.960
3 H 1.95445 16.10059 -36.53613  C1 1.090
4 H 3.15178 17.20652 -37.21473  C1 1.090
5 H 3.16550 15.49289 -37.70971  C1 1.090
6 H 4.72309 16.41846 -36.06552  O2 0.960
7 C 2.38173 14.57722 -27.79472  O8 1.441, H9 1.090, H10 1.090, H11 1.090
8 O 1.85096 13.34018 -27.27913  C7 1.441, H12 0.960
9 H 2.37936 15.24746 -26.93514  C7 1.090
10 H 3.41268 14.46055 -28.12883  C7 1.090
11 H 1.71064 15.03883 -28.51906  C7 1.090
12 H 1.96595 12.68022 -27.96675  O8 0.960
13 C 1.54748 11.74970 -34.50934  O14 1.421, H15 1.090, H16 1.090, H17 1.090
14 O 0.62338 12.69528 -33.98936  C13 1.421, H18 0.960
15 H 2.24169 12.18556 -35.22781  C13 1.090
16 H 2.16615 11.39902 -33.68329  C13 1.090
17 H 1.04493 10.93403 -35.02917  C13 1.090
18 H 0.19005 13.14598 -34.71785  O14 0.960
19 C 7.74157 14.41323 -34.57966  O20 1.374, H21 1.090, H22 1.090, H23 1.090
20 O 8.73103 14.91813 -35.38878  C19 1.374, H24 0.960
21 H 7.94569 14.34962 -33.51083  C19 1.090
22 H 6.80516 14.95988 -34.69105  C19 1.090
23 H 7.58355 13.40879 -34.97239  C19 1.090
24 H 9.49532 14.33862 -35.34848  O20 0.960
25 C 1.59258 11.30168 -30.27192  O26 1.451, H27 1.090, H28 1.090, H29 1.090
26 O 2.43222 11.32108 -29.08865  C25 1.451, H30 0.960
27 H 0.55459 11.60183 -30.12850  C25 1.090
28 H 2.04912 11.95201 -31.01807  C25 1.090
29 H 1.48527 10.32955 -30.75310  C25 1.090
30 H 3.30484 11.01695 -29.34875  O26 0.960
31 C 5.67855 12.32348 -36.44222  O32 1.184, N33 1.268, N34 1.308
32 O 6.64003 12.13955 -37.10755  C31 1.184
33 N 4.66663 12.95120 -36.87797  C31 1.268, H35 1.010, H36 1.010
34 N 5.47971 11.85824 -35.23648  C31 1.308, H37 1.010, H38 1.010
35 H 4.01252 13.53183 -36.37289  N33 1.010
36 H 4.80594 13.21889 -37.84184  N33 1.010
37 H 6.11616 11.24183 -34.75165  N34 1.010
38 H 4.57970 12.06348 -34.82666  N34 1.010
39 C 5.61012 17.93743 -27.69878  O40 1.163, N41 1.271, N42 1.262
40 O 6.01308 18.61817 -26.84669  C39 1.163
41 N 5.48612 16.67917 -27.57222  C39 1.271, H43 1.010, H44 1.010
42 N 5.34643 18.27884 -28.88511  C39 1.262, H45 1.010, H46 1.010
43 H 5.37272 16.44868 -26.59543  N41 1.010
44 H 5.19550 16.11773 -28.35989  N41 1.010
45 H 5.47162 19.26786 -29.04720  N42 1.010
46 H 5.37502 17.61047 -29.64179  N42 1.010
47 C -0.84983 15.69137 -33.99359  C48 1.556, H53 1.090, H54 1.090, H55 1.090
48 C -0.22787 15.71937 -32.56800  C47 1.556, C49 1.571, N52 1.408, H56 1.090
49 C -0.78880 16.85492 -31.63801  C48 1.571, O50 1.459, H57 1.090, H58 1.090
50 O -0.15806 18.08070 -32.11461  C49 1.459, C51 1.417
51 C -0.67402 19.29929 -31.60906  O50 1.417, H59 1.090, H60 1.090, H61 1.090
52 N -0.39304 14.45837 -31.96403  C48 1.408, H62 1.010, H63 1.010
53 H -1.86125 15.29398 -34.07840  C47 1.090
54 H -0.14878 15.09920 -34.58177  C47 1.090
55 H -0.64024 16.72626 -34.26408  C47 1.090
56 H 0.81624 15.98871 -32.72736  C48 1.090
57 H -0.44438 16.73134 -30.61127  C49 1.090
58 H -1.86072 16.91886 -31.82509  C49 1.090
59 H -0.58600 19.45020 -30.53315  C51 1.090
60 H -1.73169 19.16679 -31.83688  C51 1.090
61 H -0.35005 20.09546 -32.27932  C51 1.090
62 H 0.17391 13.84846 -32.53558  N52 1.010
63 H 0.19810 14.53639 -31.14882  N52 1.010
64 C 2.45138 19.52580 -34.39146  C65 1.567, H70 1.090, H71 1.090, H72 1.090
65 C 3.88349 20.15994 -34.33515  C64 1.567, C66 1.593, N69 1.458, H73 1.090
66 C 4.38553 20.65659 -35.76355  C65 1.593, O67 1.417, H74 1.090, H75 1.090
67 O 5.79184 20.75862 -35.62226  C66 1.417, C68 1.441
68 C 6.51099 21.10241 -36.82244  O67 1.441, H76 1.090, H77 1.090, H78 1.090
69 N 3.91292 21.28072 -33.40265  C65 1.458, H79 1.010, H80 1.010
70 H 2.21597 19.13581 -33.40122  C64 1.090
71 H 2.49880 18.57623 -34.92453  C64 1.090
72 H 1.73063 20.17770 -34.88505  C64 1.090
73 H 4.59666 19.36212 -34.12784  C65 1.090
74 H 3.94861 21.56633 -36.17532  C66 1.090
75 H 4.06676 19.85117 -36.42520  C66 1.090
76 H 7.57483 21.21081 -36.61127  C68 1.090
77 H 6.16846 22.09411 -37.11790  C68 1.090
78 H 6.30676 20.38736 -37.61937  C68 1.090
79 H 4.88896 21.53630 -33.44886  N69 1.010
80 H 3.79529 20.85075 -32.49635  N69 1.010
81 C 3.82004 11.85479 -24.44837  C82 1.546, H87 1.090, H88 1.090, H89 1.090
82 C 5.14791 12.64699 -24.46378  C81 1.546, C83 1.608, N86 1.439, H90 1.090
83 C 5.00939 13.95770 -25.38541  C82 1.608, O84 1.466, H91 1.090, H92 1.090
84 O 6.19259 14.82027 -25.46300  C83 1.466, C85 1.404
85 C 7.38545 14.21084 -25.88331  O84 1.404, H93 1.090, H94 1.090, H95 1.090
86 N 5.27164 13.03838 -23.08498  C82 1.439, H96 1.010, H97 1.010
87 H 3.61750 11.52170 -25.46627  C81 1.090
88 H 2.98118 12.38453 -23.99693  C81 1.090
89 H 4.06739 10.92506 -23.93601  C81 1.090
90 H 6.07049 12.13256 -24.73270  C82 1.090
91 H 4.17736 14.54550 -24.99770  C83 1.090
92 H 4.76626 13.49259 -26.34075  C83 1.090
93 H 7.35104 13.86754 -26.91726  C85 1.090
94 H 7.76823 13.38810 -25.27943  C85 1.090
95 H 8.15655 14.98123 -25.88352  C85 1.090
96 H 5.78465 12.36154 -22.53833  N86 1.010
97 H 6.02592 13.70692 -23.14998  N86 1.010
98 C 1.90561 19.49854 -28.89567  C99 1.571, H104 1.090, H105 1.090, H106 1.090
99 C 2.41291 20.69061 -29.78348  C98 1.571, C100 1.555, N103 1.429, H107 1.090
100 C 2.78008 21.96774 -28.97525  C99 1.555, O101 1.393, H108 1.090, H109 1.090
101 O 1.83383 22.46557 -28.08264  C100 1.393, C102 1.396
102 C 2.27429 23.68969 -27.57629  O101 1.396, H110 1.090, H111 1.090, H112 1.090
103 N 3.50150 20.25975 -30.60229  C99 1.429, H113 1.010, H114 1.010
104 H 2.55387 19.04704 -28.14467  C98 1.090
105 H 1.70136 18.68959 -29.59709  C98 1.090
106 H 1.00491 19.74972 -28.33556  C98 1.090
107 H 1.57435 20.85849 -30.45930  C99 1.090
108 H 3.22642 22.77510 -29.55582  C100 1.090
109 H 3.70113 21.73622 -28.44029  C100 1.090
110 H 3.12567 23.47217 -26.93135  C102 1.090
111 H 1.49441 24.12807 -26.95361  C102 1.090
112 H 2.53237 24.38566 -28.37448  C102 1.090
113 H 3.38229 19.29635 -30.88111  N103 1.010
114 H 4.44221 20.32684 -30.24079  N103 1.010
115 C 3.36668 16.30462 -31.65655  C116 1.526, H121 1.090, H122 1.090, H123 1.090
116 C 4.31119 15.18160 -32.07555  C115 1.526, C117 1.587, N120 1.387, H124 1.090
117 C 4.57015 14.20912 -30.84807  C116 1.587, O118 1.484, H125 1.090, H126 1.090
118 O 5.28365 14.88506 -29.73670  C117 1.484, C119 1.425
119 C 6.66435 14.53916 -29.80087  O118 1.425, H127 1.090, H128 1.090, H129 1.090
120 N 3.74283 14.39995 -33.07009  C116 1.387, H130 1.010, H131 1.010
121 H 2.62260 15.82330 -31.02191  C115 1.090
122 H 2.99602 16.84485 -32.52768  C115 1.090
123 H 3.80498 17.03123 -30.97244  C115 1.090
124 H 5.28354 15.49118 -32.45869  C116 1.090
125 H 4.94464 13.26629 -31.24675  C117 1.090
126 H 3.60948 13.91875 -30.42276  C117 1.090
127 H 6.80791 13.70641 -29.11238  C119 1.090
128 H 7.25758 15.35063 -29.37934  C119 1.090
129 H 7.12001 14.28162 -30.75698  C119 1.090
130 H 3.61483 14.98850 -33.88085  N120 1.010
131 H 2.79852 14.13236 -32.83181  N120 1.010

As for the highest occupied orbital energy (spin up / spin down): -10.85 / -10.85 eV. The charge is +1. The spin multiplicity is 2. The total energy is -67310.164 eV. The gap between HOMO and LUMO (spin up / spin down) is 8.381 / 2.722 eV.

Atomic partial charges in e from the Mulliken method, atoms 1 to 6:
1 C -0.74
2 O -0.17
3 H 0.22
4 H 0.25
5 H 0.28
6 H 0.20